Computed, not measured: 15 unconnected molecules or ions with the total composition C22H74O25, with the ωB97M-V functional and the def2-TZVPD basis.

```
121
Properties=species:S:1:pos:R:3:forces:R:3:mulliken_charge:R:1
C 2.520639 -5.535466 -0.948517 0.2 -1.1 1.3 -0.15
C 1.036749 -5.348426 -0.514527 1.3 0.0 -0.5 -0.41
O 0.907199 -4.176766 0.263933 -0.4 0.2 -0.7 -0.09
O 3.353519 -6.101376 0.140303 -1.3 -0.2 -1.2 -0.63
H 3.038039 -4.658366 -1.337217 -0.5 0.5 0.3 -0.05
H 2.513519 -6.211986 -1.803137 0.3 -0.5 0.3 0.36
H 0.638589 -6.200206 0.036883 0.5 -0.3 0.2 0.44
H 0.415679 -5.335876 -1.410187 -0.1 0.6 -0.1 0.21
H 1.165569 -4.441476 1.149813 -0.1 0.2 0.7 0.01
H 3.851259 -5.438066 0.623913 0.0 0.6 -0.4 0.36
C 0.308729 -1.047756 0.256173 -0.2 0.6 2.0 0.23
C -0.738231 0.043844 0.498523 0.4 -1.4 -1.1 -0.38
O -0.462761 1.060334 -0.431637 0.2 1.5 0.3 0.80
O 0.187939 -1.675006 -0.960087 -0.5 0.0 -1.4 0.98
H 0.260569 -1.776256 1.065543 0.0 -0.2 0.2 0.31
H 1.265439 -0.528136 0.309023 0.4 0.1 0.2 -0.64
H -0.634921 0.398364 1.524063 -0.2 0.2 -0.1 0.34
H -1.741881 -0.305216 0.255713 0.0 -0.4 0.6 -0.15
H -0.579691 0.691314 -1.310137 -0.1 0.2 -0.5 -0.53
H 0.417419 -2.596136 -0.817127 0.0 -0.5 0.1 -0.66
C 3.797229 -2.422476 0.889073 -0.5 1.7 -1.4 0.25
C 4.497279 -1.084666 1.080963 0.9 0.1 -0.8 -0.09
O 5.309949 -0.773926 -0.118317 -1.2 -0.4 0.8 -0.60
O 4.727579 -3.438546 0.744143 0.5 -1.4 1.0 -0.57
H 3.226529 -2.448566 -0.039227 -0.3 0.8 -0.3 -0.16
H 2.994279 -2.537066 1.617253 0.6 -0.6 0.7 0.18
H 5.245449 -1.143216 1.871483 -0.4 -0.2 0.5 0.42
H 3.806039 -0.268106 1.289603 -0.2 -0.1 -0.1 -0.04
H 5.733639 0.055024 0.116043 0.3 0.1 -0.2 0.31
H 5.420099 -3.099786 0.172083 0.2 0.0 -0.1 0.36
C -3.270771 2.042454 -3.266097 1.4 0.5 -0.8 0.17
C -3.776331 2.751854 -4.522227 -0.4 -0.6 0.4 -0.56
O -5.180611 2.498504 -4.618917 0.0 0.2 -0.7 -0.58
O -3.715611 2.784224 -2.167847 -1.0 0.4 0.7 -0.50
H -2.182691 2.056084 -3.202867 0.4 -0.1 -0.5 -0.14
H -3.555661 0.991094 -3.226357 -0.3 0.0 -0.1 0.36
H -3.330971 2.428644 -5.463127 0.0 -0.5 0.2 0.34
H -3.537321 3.814194 -4.473147 -0.2 0.2 0.4 0.26
H -5.581411 2.591124 -3.751507 0.2 0.2 0.2 0.33
H -3.907751 2.167984 -1.457267 -0.1 -0.2 0.2 0.45
C -4.986791 -1.871156 3.710513 0.5 -0.6 0.5 -0.53
C -3.957901 -0.825336 3.356083 0.1 0.1 -1.2 -0.40
O -3.524891 -1.085936 1.998053 0.0 0.3 0.8 -0.24
O -4.358361 -3.184776 3.724413 -0.4 0.4 -0.7 -0.52
H -5.747291 -1.896216 2.930053 0.0 -0.1 0.1 0.26
H -5.445441 -1.725766 4.688573 -0.1 0.3 0.0 0.34
H -3.080441 -0.884486 4.000033 0.0 0.1 0.4 0.28
H -4.316971 0.203684 3.339653 -0.3 -0.1 0.3 0.34
H -3.206091 -1.989276 2.060813 0.2 -0.4 -0.7 0.20
H -3.587491 -3.172236 4.296433 0.0 0.2 0.3 0.30
C -0.088291 4.854944 -1.373967 -0.1 -0.1 0.2 -0.02
C -1.103681 5.848794 -1.955647 0.0 -0.7 -0.2 -0.66
O -1.784821 5.271004 -3.061927 0.4 0.4 -0.1 -0.48
O 1.090079 4.701294 -2.199657 -1.4 1.1 0.1 -0.59
H -0.513921 3.858514 -1.255327 -0.6 -0.1 -0.2 0.10
H 0.105919 5.165774 -0.347437 0.7 0.3 0.1 0.26
H -0.611111 6.800814 -2.153487 0.4 0.0 -0.7 0.33
H -1.912641 6.164994 -1.297087 0.1 -0.6 0.7 0.30
H -1.139321 4.703304 -3.489317 0.0 -0.1 -0.3 0.37
H 1.761719 4.269344 -1.666797 0.2 -0.2 0.2 0.40
C 1.514309 -3.422606 -3.707837 -2.1 -0.5 -0.6 0.72
C 0.257039 -3.928916 -4.592097 1.7 1.5 0.6 -0.66
O -0.255241 -5.172926 -4.240747 -0.7 -0.5 0.9 -0.56
O 2.656669 -4.113586 -4.069717 1.0 -0.7 -0.4 -0.60
H 1.297589 -3.621966 -2.658367 -0.4 -0.1 0.2 -0.58
H 1.703439 -2.349836 -3.746457 -0.4 0.3 -0.5 0.24
H 0.463349 -3.921246 -5.662367 0.6 0.2 -0.1 0.42
H -0.513961 -3.171926 -4.448527 -0.3 -0.2 0.2 0.23
H 0.346439 -5.912416 -4.353607 0.4 0.4 -0.3 0.35
H 3.310219 -3.909586 -3.396777 0.3 -0.2 -0.1 0.37
C -2.675931 2.771784 2.267513 0.5 1.2 -1.2 0.17
C -1.449961 3.704784 1.996343 -1.9 -1.1 0.7 -0.61
O -0.303381 2.951434 1.793853 1.0 -0.1 -0.2 0.29
O -3.800551 3.583194 2.512273 -0.5 -0.1 1.5 -0.62
H -2.380441 2.154074 3.115583 -0.6 0.1 0.3 0.28
H -2.948871 2.133464 1.427193 0.6 -0.2 -0.2 0.04
H -1.346741 4.212224 2.955483 0.2 0.6 -0.4 0.31
H -1.690701 4.335654 1.140683 0.2 0.4 0.1 0.27
H -0.389431 2.542614 0.929523 0.3 -0.4 -0.6 -0.14
H -4.055321 4.155364 1.784733 0.4 -0.3 -0.3 0.35
C 1.368289 3.303024 4.813123 -0.1 0.1 1.4 0.01
C 2.586949 3.056324 5.734803 0.1 -0.2 -0.8 -0.79
O 3.755739 2.846214 4.936573 -0.2 -0.1 0.3 -0.47
O 0.812019 2.176814 4.191163 0.8 -0.8 0.2 -0.49
H 1.703789 4.045874 4.089443 -0.1 0.2 -0.2 0.19
H 0.561619 3.705514 5.425803 0.1 0.6 0.2 0.40
H 2.503099 2.218684 6.427213 -0.3 -0.2 -0.3 0.32
H 2.777599 3.920524 6.371133 -0.4 0.3 0.0 0.31
H 3.913849 3.703764 4.535053 0.4 -0.1 -0.3 0.28
H 0.507529 2.435534 3.318273 -0.2 0.0 -0.5 0.27
C 3.200109 2.898374 1.579633 -0.2 -2.1 -0.3 -0.90
C 2.999399 2.358324 0.152743 0.8 0.3 1.2 0.45
O 3.006289 3.438854 -0.796917 -0.2 -0.6 0.4 -0.49
O 4.562619 3.305364 1.717233 -1.1 1.0 -0.2 -0.58
H 3.071469 2.071594 2.278193 -0.2 0.0 0.1 0.55
H 2.451979 3.654294 1.818353 0.2 0.3 0.0 0.26
H 2.133209 1.698074 0.109133 -0.4 0.6 -0.5 -0.41
H 3.870569 1.720344 0.003993 0.0 -0.1 -0.4 0.41
H 3.911379 3.599174 -1.073887 0.0 -0.1 -0.1 0.30
H 4.418679 4.166994 1.319143 1.3 0.6 0.0 0.40
O -2.160421 -1.272016 -2.856617 -0.1 0.0 -0.4 -0.61
H -1.438701 -1.207356 -2.231177 0.5 -0.2 0.3 0.05
H -2.945891 -1.324566 -2.312087 -0.2 0.0 0.1 0.26
O -4.052901 0.609284 -0.400927 0.0 0.2 -0.3 -0.60
H -4.478391 -0.241656 -0.506227 -0.2 -0.2 0.1 0.35
H -3.539471 0.523104 0.402313 0.0 -0.3 0.4 -0.23
O 1.209779 -4.544586 2.969693 0.0 -0.1 -0.1 -0.63
H 2.107509 -4.537546 3.301733 0.3 -0.1 0.2 0.29
H 0.836529 -3.715686 3.269413 -0.2 0.3 0.1 0.30
C 1.491629 1.197464 -3.049337 1.6 2.0 1.2 -0.30
O 0.339059 0.892514 -3.716797 -1.4 -0.8 -0.4 -0.47
H 1.339069 2.063764 -2.405637 -0.6 0.0 0.2 -0.14
H 1.887589 0.441204 -2.371557 0.1 -0.5 -0.3 0.12
H 2.238019 1.646024 -3.704927 0.5 -0.7 -0.4 0.44
H 0.458939 0.019694 -4.098137 -0.3 -0.1 -0.2 0.27
C -2.500301 -4.551286 -0.642737 0.0 0.9 0.1 -0.44
O -2.445531 -3.844576 0.612153 0.2 -0.5 0.1 -0.32
H -3.529471 -4.539446 -1.001597 0.1 0.1 -0.3 0.31
H -1.826751 -3.958906 -1.262027 -0.4 -0.1 -0.4 -0.05
H -2.146281 -5.580806 -0.696217 0.1 -0.1 0.7 0.31
H -2.733311 -4.407296 1.334743 -0.2 -0.2 0.0 0.20
```
Forces are in eV/Å.

Computed properties:
LUMO level: -0.35 eV
E_HOMO: -9.1 eV
DFT total energy: -75195.009 eV
Gap between HOMO and LUMO: 8.7 eV

Computed, not measured: 2 unconnected molecules or ions with the total composition C37H48N3S2, with the ωB97M-V functional and the def2-TZVPD basis.

```
90
Properties=species:S:1:pos:R:3:forces:R:3:mulliken_charge:R:1
C -2.311675 -2.589143 -1.769199 0.0 0.0 -0.4 -1.43
C -2.736622 -2.061934 -0.403215 0.1 0.1 0.4 1.84
C -3.514271 -3.096827 0.393259 -0.1 -0.1 0.2 -1.82
C -3.476452 -0.742434 -0.554861 0.4 -0.1 0.2 0.42
C -4.859333 -0.700396 -0.718535 0.1 0.3 -0.2 -0.64
C -5.498921 0.498610 -1.025829 0.1 0.2 0.3 -1.39
C -4.766381 1.682453 -1.118821 -0.1 -0.5 -0.1 -0.42
C -3.381833 1.676631 -0.947106 0.4 0.2 0.5 0.84
C -2.610752 2.985596 -1.053274 0.3 -0.2 0.0 1.92
C -2.919414 3.907009 0.121212 -0.1 0.0 0.3 -1.56
C -2.866383 3.703879 -2.372955 -0.1 -0.1 -0.3 -1.64
C -2.750633 0.462438 -0.599854 -0.8 0.1 -0.7 -1.47
N -1.307229 0.413688 -0.411410 1.8 -1.0 -0.3 2.16
N -0.485508 0.444591 -1.497781 0.2 -0.8 2.0 -1.00
N 0.759669 0.307596 -1.003762 -2.2 0.9 0.2 2.28
C 1.925972 0.299587 -1.875333 0.9 0.0 -0.7 -0.72
C 2.477035 1.515672 -2.299245 -0.4 0.7 0.2 0.53
C 1.742102 2.822611 -2.013410 0.3 -0.2 0.4 1.71
C 0.590974 2.992487 -2.987987 -0.3 -0.1 -0.4 -1.20
C 2.650288 4.047915 -2.024396 0.0 -0.1 0.1 -2.08
C 3.653385 1.516908 -3.047344 -0.1 -0.1 -0.1 -0.71
C 4.251288 0.321629 -3.433289 -0.1 0.0 0.2 -1.48
C 3.687621 -0.885879 -3.039531 -0.1 0.2 0.0 -0.72
C 2.530157 -0.908308 -2.256808 -0.4 -0.7 0.2 0.53
C 1.905477 -2.258137 -1.892053 0.1 0.5 0.3 1.39
C 2.933722 -3.296360 -1.453222 0.0 0.0 0.1 -1.63
C 1.050880 -2.781156 -3.035777 -0.2 0.0 -0.3 -1.58
C 0.733646 0.316964 0.381556 0.6 -0.5 -1.4 0.37
C 1.933077 0.566624 1.141049 1.7 0.1 1.3 -0.39
C 2.030151 1.731993 1.945686 -0.7 -0.5 -0.7 -0.16
C 3.214476 2.055000 2.581589 0.4 -0.2 -0.1 -1.14
C 4.317519 1.200114 2.452010 -0.4 -0.1 0.0 -0.50
C 4.221147 0.014382 1.718193 0.2 0.2 0.0 -0.88
C 3.042135 -0.295972 1.059419 -0.7 0.3 0.0 0.03
C -0.568359 0.196112 0.783093 -0.1 0.1 -1.7 1.19
C -1.015796 -0.060971 2.112360 -1.5 2.2 3.5 -2.78
H -1.752263 -1.831287 -2.326781 -0.1 -0.1 0.0 0.35
H -1.680165 -3.480197 -1.688134 -0.1 0.1 0.1 0.35
H -3.190209 -2.851309 -2.371379 0.1 0.0 0.1 0.36
H -1.829882 -1.849025 0.168767 0.0 -0.1 0.0 -0.43
H -3.821471 -2.681537 1.356061 -0.1 -0.1 0.0 0.42
H -4.406263 -3.431173 -0.142614 0.1 0.0 0.1 0.38
H -2.892126 -3.972177 0.599037 -0.1 0.1 -0.1 0.40
H -5.436808 -1.615842 -0.622180 0.1 0.2 -0.1 0.31
H -6.580526 0.516270 -1.166756 0.3 0.0 0.0 0.38
H -5.278941 2.623775 -1.323783 0.2 -0.3 0.0 0.37
H -1.552372 2.711234 -1.013619 0.0 0.3 0.0 -0.93
H -2.694343 3.410312 1.069152 -0.1 0.1 0.0 0.34
H -2.328656 4.827220 0.069120 -0.1 -0.1 0.0 0.43
H -3.981756 4.176756 0.125080 0.2 0.0 0.0 0.34
H -2.600383 3.070387 -3.222812 0.0 0.0 0.0 0.36
H -3.921935 3.970931 -2.473124 0.1 0.0 0.0 0.38
H -2.278308 4.623661 -2.448811 -0.1 -0.1 0.1 0.43
H 1.323226 2.735027 -1.001612 0.0 0.1 0.0 -0.25
H -0.084939 2.135016 -2.945985 0.0 0.2 -0.2 0.17
H 0.017663 3.896583 -2.766797 0.1 0.0 0.0 0.37
H 0.966040 3.070746 -4.013825 0.0 0.0 0.1 0.42
H 3.504846 3.907997 -1.361214 0.0 0.0 0.0 0.43
H 3.021204 4.258005 -3.029173 0.0 0.1 0.0 0.39
H 2.095126 4.921598 -1.676928 0.0 0.0 -0.1 0.48
H 4.096634 2.467151 -3.353384 -0.2 -0.4 0.1 0.32
H 5.158168 0.339339 -4.033382 -0.2 0.0 0.1 0.40
H 4.150603 -1.825756 -3.349482 -0.2 0.3 0.1 0.37
H 1.247128 -2.062062 -1.039380 -0.1 -0.2 0.0 -0.27
H 3.610646 -2.893041 -0.698842 0.1 0.0 0.0 0.34
H 2.427421 -4.158966 -1.012122 0.0 0.0 -0.1 0.42
H 3.537112 -3.649093 -2.292481 -0.1 0.0 0.1 0.40
H 0.341473 -2.020711 -3.369613 0.0 -0.1 0.0 0.32
H 1.667818 -3.052301 -3.897622 0.0 0.0 0.1 0.42
H 0.480291 -3.662292 -2.730072 0.1 0.0 0.0 0.40
H 1.145864 2.373161 2.027371 0.4 -0.1 0.0 0.52
H 3.289767 2.983384 3.150930 0.0 -0.4 -0.1 0.50
H 5.245697 1.447279 2.948371 0.0 0.0 0.0 0.45
H 5.075500 -0.660285 1.634076 -0.2 0.3 0.1 0.47
H 2.930604 -1.209522 0.480200 0.2 0.1 0.1 0.28
H -0.446508 0.573625 2.852134 -1.2 0.1 -1.1 0.49
H -2.101802 -0.061738 2.230070 0.3 0.4 0.2 0.49
C -0.183692 -3.047821 6.513963 -0.2 0.2 -0.1 -0.57
C 0.921007 -2.096019 6.133330 0.1 -0.2 -0.3 -0.59
S 0.401510 -0.706896 5.014291 1.2 2.2 1.4 -0.14
C -0.421634 -1.368761 3.671795 1.6 -0.9 -3.7 0.30
S -1.596575 -2.518428 4.072060 -2.2 -1.5 -0.2 -0.07
C -0.829922 -3.673328 5.301985 0.1 -0.2 -0.2 -0.69
H 0.240112 -3.844095 7.127568 0.1 -0.1 0.0 0.34
H -0.924117 -2.552929 7.135791 -0.1 0.2 0.0 0.28
H 1.284583 -1.589009 7.038837 0.0 0.1 -0.5 0.36
H 1.757819 -2.639529 5.667676 -0.2 0.3 0.1 0.36
H 0.098051 -1.441554 2.713875 1.0 -1.7 1.3 0.20
H -0.107644 -4.327833 4.787976 -0.3 0.2 0.0 0.37
H -1.693833 -4.267869 5.627923 0.2 0.1 -0.3 0.36
```
Forces are in eV/Å.

Computed properties:
LUMO level: -3.78 eV
E_HOMO: -10.3 eV
DFT total energy: -65279.883 eV
ΔE to the lowest compared entry with this formula, charge and spin: 27.00 kJ/mol
Gap between HOMO and LUMO: 6.5 eV
Total charge: +1